{
  "formula": "C25H74N2NbO10",
  "method": "wB97M-V/def2-TZVPD",
  "orbital_gap_ev": 6.268,
  "homo_ev": -4.4112,
  "lumo_ev": 1.86,
  "charge": -1,
  "symbols": ["C", "N", "C", "Nb", "C", "C", "O", "C", "C", "C", "N", "H", "H", "H", "H", "H", "H", "H", "H", "H", "H", "H", "H", "H", "H", "H", "H", "H", "H", "H", "H", "C", "C", "O", "H", "H", "H", "H", "H", "H", "C", "C", "O", "H", "H", "H", "H", "H", "H", "C", "C", "O", "H", "H", "H", "H", "H", "H", "C", "C", "O", "H", "H", "H", "H", "H", "H", "C", "C", "O", "H", "H", "H", "H", "H", "H", "C", "C", "O", "H", "H", "H", "H", "H", "H", "C", "C", "O", "H", "H", "H", "H", "H", "H", "C", "C", "O", "H", "H", "H", "H", "H", "H", "C", "C", "O", "H", "H", "H", "H", "H", "H"],
  "positions_angstrom": [[-1.107, -3.524, 1.219], [-1.876, -2.808, 2.217], [-2.029, -1.373, 1.861], [-0.472, 0.012, 2.730], [1.163, 0.892, 4.086], [2.577, 0.403, 3.885], [3.575, 1.380, 4.377], [-0.305, 1.579, 1.075], [-0.520, 1.010, -0.291], [0.716, 0.434, -0.968], [-1.685, 1.026, -0.847], [-0.978, -4.567, 1.534], [-0.115, -3.067, 1.134], [-1.560, -3.515, 0.207], [-2.804, -3.219, 2.232], [-2.073, -1.271, 0.762], [-2.969, -1.017, 2.301], [-1.698, 1.140, 3.556], [-0.793, -0.934, 4.257], [0.872, -1.141, 2.110], [0.872, 0.751, 5.134], [1.130, 1.968, 3.845], [2.814, 0.211, 2.830], [2.739, -0.537, 4.431], [4.405, 1.209, 3.937], [-0.950, 2.447, 1.246], [0.746, 1.901, 1.193], [1.149, 1.199, -1.628], [0.443, -0.424, -1.597], [1.487, 0.145, -0.257], [-1.614, 0.571, -1.759], [-1.695, -2.968, -4.119], [-2.528, -1.776, -3.688], [-2.027, -0.549, -4.225], [-0.660, -2.842, -3.798], [-2.089, -3.889, -3.688], [-1.710, -3.070, -5.208], [-2.509, -1.665, -2.605], [-3.563, -1.923, -3.988], [-2.052, -0.624, -5.187], [-6.380, -0.901, -5.905], [-5.023, -1.399, -6.342], [-4.956, -2.829, -6.470], [-6.670, -1.356, -4.958], [-6.371, 0.182, -5.770], [-7.149, -1.134, -6.648], [-4.278, -1.152, -5.595], [-4.716, -0.927, -7.281], [-5.582, -3.106, -7.142], [4.624, -0.084, 7.113], [3.601, 0.975, 7.476], [3.914, 2.233, 6.909], [5.617, 0.219, 7.453], [4.392, -1.051, 7.566], [4.663, -0.220, 6.032], [3.571, 1.115, 8.559], [2.600, 0.669, 7.148], [3.894, 2.110, 5.937], [-3.971, 2.717, -4.744], [-5.154, 3.085, -5.618], [-6.410, 2.851, -4.983], [-4.020, 1.671, -4.441], [-3.031, 2.876, -5.275], [-3.950, 3.326, -3.838], [-5.176, 2.466, -6.516], [-5.082, 4.131, -5.940], [-6.447, 3.378, -4.182], [8.157, 3.684, 6.730], [7.906, 2.198, 6.903], [7.564, 1.846, 8.237], [8.951, 4.016, 7.399], [8.444, 3.913, 5.702], [7.253, 4.253, 6.959], [8.807, 1.626, 6.682], [7.121, 1.870, 6.213], [6.747, 2.306, 8.453], [-4.934, -6.066, -3.426], [-5.727, -4.830, -3.043], [-5.158, -3.636, -3.545], [-3.908, -5.980, -3.068], [-5.378, -6.967, -2.997], [-4.907, -6.185, -4.512], [-5.743, -4.709, -1.959], [-6.767, -4.935, -3.379], [-5.137, -3.681, -4.515], [5.412, -0.776, -2.128], [4.337, -0.016, -2.882], [3.802, 1.067, -2.139], [5.017, -1.144, -1.182], [5.774, -1.625, -2.711], [6.266, -0.127, -1.913], [3.483, -0.663, -3.084], [4.727, 0.331, -3.847], [4.506, 1.687, -1.938], [1.264, 3.929, 8.469], [1.687, 5.191, 9.189], [2.878, 5.003, 9.953], [1.104, 3.120, 9.184], [0.344, 4.079, 7.902], [2.049, 3.616, 7.779], [0.936, 5.521, 9.908], [1.831, 6.001, 8.465], [3.557, 4.700, 9.343], [-0.145, -1.741, -7.844], [-1.347, -0.982, -8.372], [-1.773, 0.057, -7.495], [-0.361, -2.167, -6.865], [0.133, -2.548, -8.523], [0.716, -1.077, -7.740], [-2.210, -1.641, -8.465], [-1.127, -0.573, -9.364], [-1.046, 0.674, -7.377]]
}